{"formula": "C3H6N4", "method": "ωB97M-V/def2-TZVPD", "symbols": ["N", "C", "C", "C", "N", "N", "N", "H", "H", "H", "H", "H", "H"], "positions_angstrom": [[-2.2084, -0.4881, -0.3238], [-1.2762, 0.1772, 0.4438], [0.1517, -0.0395, 0.1639], [1.1581, 0.8792, -0.1017], [2.2511, 0.0893, -0.1771], [1.9618, -1.1707, 0.0285], [0.6498, -1.3176, 0.1991], [-1.9442, -1.5003, -0.4396], [-2.3189, -0.2082, -1.3529], [-1.3683, 1.2594, 0.3229], [-1.4386, 0.0813, 1.5744], [1.0796, 1.9513, -0.2469], [3.3025, 0.2866, -0.0905]], "forces_ev_per_a": [[-1.9017, -3.0410, -3.5218], [1.1803, 2.8219, 2.2196], [0.5656, -0.6919, -0.2566], [-1.1908, -0.5462, 0.3893], [2.6171, 0.4794, 0.4954], [-0.9679, -1.8602, 0.0472], [2.1954, 2.0651, -0.1731], [-0.4077, 1.2642, 0.5567], [0.5404, 0.1319, 2.2273], [-0.5517, 0.1589, -0.0855], [-0.0005, -0.4375, -1.4399], [0.4095, -0.3482, 0.0843], [-2.4880, 0.0036, -0.5427]], "nbo_charge": [-0.8269, -0.2444, 0.0597, -0.1298, -0.3250, -0.0660, -0.2565, 0.3676, 0.3631, 0.1923, 0.2002, 0.2346, 0.4310], "total_charge": 0, "de_lowest_kcal_mol": 42.5, "homo_ev": -9.31, "e_tot_ha": -336.88149}


{"formula": "C14H16", "method": "ωB97M-V/def2-TZVPD", "symbols": ["C", "C", "C", "C", "C", "C", "C", "H", "H", "H", "H", "H", "H", "H", "H", "C", "C", "C", "C", "C", "C", "C", "H", "H", "H", "H", "H", "H", "H", "H"], "positions_angstrom": [[-2.3464, -4.0923, -2.5296], [-1.9359, -3.2956, -1.3055], [-2.2326, -3.7353, 0.0024], [-1.8328, -3.0649, 1.1791], [-1.2056, -1.8494, 0.8592], [-0.9616, -1.2091, -0.4023], [-1.3352, -2.0724, -1.4001], [-2.7548, -3.3802, -3.3152], [-3.0675, -4.8828, -2.3543], [-1.4740, -4.5286, -3.0603], [-2.8476, -4.6223, 0.1524], [-1.9715, -3.4244, 2.1971], [-0.8050, -1.1805, 1.6810], [-0.2884, -0.3706, -0.4247], [-0.9957, -1.7513, -2.4192], [3.7409, 3.5497, 1.5137], [2.3982, 3.0989, 0.9919], [2.1589, 2.7120, -0.3266], [0.9545, 2.2959, -0.8471], [-0.1420, 2.2631, -0.0226], [0.0696, 2.6237, 1.2903], [1.3040, 2.9652, 1.8614], [4.2947, 4.4107, 0.9853], [4.3238, 2.6369, 1.6021], [3.5596, 3.9035, 2.6878], [2.8897, 3.1587, -1.0857], [0.9492, 1.9521, -1.9461], [-1.1348, 2.3016, -0.4754], [-0.7362, 2.3306, 1.9635], [1.4245, 3.2571, 2.9476]], "forces_ev_per_a": [[0.5119, 1.2491, -1.4565], [-1.2189, -1.0385, 1.7032], [-0.5697, -0.7467, 0.5701], [0.5564, 1.3797, -2.8685], [1.2722, 3.0144, 2.3239], [-0.7765, -3.8751, 2.7491], [1.8012, 1.9973, -3.7873], [0.1505, -0.8245, 0.9928], [-0.0629, 0.0289, 0.2442], [-0.3007, 0.0387, 0.5622], [0.2745, -0.1590, -0.3308], [-0.0354, 0.1213, -0.4120], [-0.5936, -1.1398, -0.4167], [-0.3683, 0.2866, -0.4274], [-0.6368, -0.3640, 0.5514], [-0.3554, 1.5993, 2.6829], [-0.9498, 0.0768, 0.3540], [2.2337, 2.1982, -1.5226], [0.4424, -0.8604, -2.0090], [-0.1171, 1.0884, -0.8046], [-0.4237, -1.2273, 2.0619], [0.1925, 0.4227, -0.0321], [-0.9831, -1.5796, 0.5671], [0.6382, 0.2454, -0.1534], [0.6076, -0.7451, -3.0839], [-0.5096, -1.5049, 0.9665], [-0.3159, 0.9404, 1.7705], [0.0787, -0.9248, 0.4744], [-0.1552, 0.9055, 0.1008], [-0.3871, -0.6029, -1.3701]], "nbo_charge": [-0.6235, -0.0651, -0.1772, -0.2463, -0.1863, -0.2372, -0.1772, 0.2173, 0.2215, 0.2199, 0.2002, 0.2294, 0.1946, 0.2382, 0.1905, -0.6304, -0.0141, -0.2326, -0.1954, -0.2469, -0.2101, -0.2156, 0.2323, 0.2278, 0.2051, 0.2072, 0.2184, 0.2267, 0.2119, 0.2169], "total_charge": 0, "de_lowest_kcal_mol": 53.4, "homo_ev": -8.79, "e_tot_ha": -542.98778}


{"formula": "C3H8N4", "method": "ωB97M-V/def2-TZVPD", "symbols": ["C", "C", "N", "C", "N", "N", "N", "H", "H", "H", "H", "H", "H", "H", "H"], "positions_angstrom": [[-1.7231, -0.2678, 0.4464], [1.0751, -1.4312, -0.4950], [1.3198, 0.9231, 0.3074], [0.6047, -0.0549, -0.2210], [0.6492, 2.0435, 0.5823], [-0.7175, 0.3999, -0.3837], [-0.5802, 1.8698, -0.0627], [2.2854, 0.8558, 0.6012], [-0.5315, 2.3190, -0.9852], [-1.7469, -1.3213, 0.1813], [-2.6926, 0.1742, 0.2088], [-1.5252, -0.1459, 1.5244], [0.7944, -2.1202, 0.3156], [0.6241, -1.7988, -1.4229], [2.1643, -1.4452, -0.5968]], "forces_ev_per_a": [[0.0393, 0.3951, 0.3176], [-0.0284, -0.1373, 0.0486], [-1.2202, -0.7440, -0.4364], [0.6834, 0.6520, 0.0807], [0.8880, 0.5297, 0.6962], [0.2367, 0.9774, 0.2341], [-0.7752, -1.1741, -0.7770], [-0.1010, -0.0010, -0.0600], [0.1745, -0.1857, 0.1076], [0.0067, -0.1224, 0.0153], [0.1287, -0.0960, 0.0748], [-0.0696, -0.1026, -0.2364], [0.0559, 0.0705, -0.1894], [0.1505, 0.0205, 0.1263], [-0.1693, -0.0822, -0.0021]], "nbo_charge": [-0.4228, -0.6593, -0.2770, 0.2768, -0.3078, -0.3117, -0.3261, 0.4172, 0.3249, 0.1979, 0.2158, 0.1855, 0.2223, 0.2362, 0.2281], "total_charge": 0, "de_lowest_kcal_mol": 104.3, "homo_ev": [-6.42, -6.42], "e_tot_ha": -337.98755}


{"formula": "C14H30N3O5", "method": "ωB97M-V/def2-TZVPD", "symbols": ["C", "C", "O", "O", "C", "C", "C", "C", "N", "N", "C", "C", "C", "C", "C", "N", "H", "H", "H", "H", "H", "H", "H", "H", "H", "H", "H", "H", "H", "H", "H", "H", "H", "H", "C", "O", "H", "H", "H", "H", "C", "O", "H", "H", "H", "H", "C", "O", "H", "H", "H", "H"], "positions_angstrom": [[-1.9871, -0.5726, 4.0758], [-0.5895, -1.0649, 3.8221], [-0.1207, -2.0215, 4.3978], [0.0853, -0.3419, 2.8907], [1.4298, -0.7868, 2.7055], [2.0839, -0.0418, 1.5236], [1.0846, 0.5449, 0.5740], [1.0544, 1.8869, 0.3118], [0.1984, 2.4870, -0.4779], [-0.7226, 1.8188, -1.1394], [-0.7285, 0.5377, -0.9194], [0.1203, -0.1996, -0.0935], [-0.0318, -1.6636, 0.0497], [-1.3998, -2.0906, 0.6504], [-2.1396, -3.0763, -0.2799], [-3.0624, -3.9761, 0.4190], [-2.7020, -1.1247, 3.4721], [-2.0550, 0.4849, 3.8347], [-2.2281, -0.7192, 5.1202], [1.9787, -0.6316, 3.6294], [1.4741, -1.8548, 2.5218], [2.6427, 0.7856, 1.9530], [2.7377, -0.7310, 1.0004], [1.7854, 2.5214, 0.7935], [0.2324, 3.5072, -0.6086], [-1.4911, -0.0150, -1.4543], [0.7860, -2.0915, 0.6075], [0.0086, -2.0827, -0.9578], [-1.2453, -2.5957, 1.5999], [-2.0431, -1.2248, 0.8031], [-1.3943, -3.7096, -0.7560], [-2.7092, -2.5386, -1.0371], [-3.5706, -3.4868, 1.1435], [-2.5023, -4.7082, 0.8334], [0.9856, 6.2145, -1.6324], [1.0251, 5.1533, -0.6530], [0.3931, 5.8755, -2.4765], [0.5231, 7.1006, -1.1991], [1.9932, 6.4488, -1.9689], [1.5484, 5.4634, 0.0914], [-3.5847, -6.7000, -2.6448], [-3.6214, -5.4790, -3.3789], [-3.9805, -7.4904, -3.2761], [-2.5552, -6.9461, -2.3694], [-4.1996, -6.6177, -1.7454], [-3.2712, -4.7924, -2.8070], [5.3049, 5.1032, -2.9623], [3.9264, 5.4615, -2.8406], [5.7366, 5.7043, -3.7567], [5.8391, 5.3056, -2.0313], [5.4059, 4.0464, -3.2195], [3.5519, 4.9241, -2.1383]], "forces_ev_per_a": [[0.3587, 0.5250, -0.2449], [-0.3877, -0.9848, 0.9762], [0.0491, 0.8275, -0.7707], [0.0876, -0.1682, 0.0488], [0.3588, -0.2830, -0.1935], [-0.5927, 0.5440, 0.7285], [-0.4754, -1.1191, -0.3626], [1.3218, 1.1992, 0.9743], [-0.4519, -0.5841, -0.3338], [-0.0529, 0.6959, 0.0505], [-0.9485, -1.0668, -0.6932], [0.7350, 0.5483, 0.6532], [-0.6583, -0.1575, -0.3896], [-0.0233, -0.1972, -0.5848], [-0.2527, -0.2469, 0.7210], [0.4741, 0.1928, -0.4478], [-0.0111, -0.0935, -0.0915], [-0.1515, 0.0542, -0.0651], [-0.0018, -0.1264, 0.1317], [0.1495, 0.1425, 0.0182], [-0.3231, -0.1919, 0.1012], [0.4076, -0.0198, -0.2298], [0.2714, 0.0508, -0.0444], [-0.0558, 0.2654, -0.0449], [0.1880, 0.2173, -0.1130], [-0.1224, 0.1480, -0.1569], [0.1830, -0.0770, 0.0525], [0.1533, -0.0337, -0.1036], [0.0616, 0.0937, 0.1767], [0.0351, 0.1013, 0.2691], [-0.0237, -0.0234, -0.3019], [0.1753, 0.1241, -0.2210], [-0.1056, -0.1142, 0.0612], [-0.2834, -0.1204, 0.3276], [0.0293, 0.1843, 0.0760], [0.0223, -0.2477, -0.0255], [-0.0119, -0.1014, 0.0494], [-0.0446, -0.0133, -0.0410], [-0.0437, 0.0546, -0.0854], [-0.0580, 0.0672, 0.0516], [0.0596, 0.3234, 0.1030], [0.0145, -0.1212, -0.1051], [-0.0068, 0.0556, -0.0732], [-0.0510, -0.1497, 0.0560], [0.0367, -0.1481, 0.0353], [-0.0708, 0.0508, 0.0406], [-0.1671, -0.0672, 0.1417], [0.0849, 0.0105, 0.0019], [-0.0546, 0.0308, -0.0145], [0.0938, -0.0034, -0.0567], [0.0991, 0.0207, -0.0360], [-0.0199, -0.0679, -0.0158]], "nbo_charge": [-0.7184, 0.7968, -0.5701, -0.5355, -0.0721, -0.4613, 0.0110, 0.0889, -0.2407, -0.1289, 0.0123, 0.1169, -0.4590, -0.4133, -0.2194, -0.8174, 0.2429, 0.2301, 0.2585, 0.2188, 0.2009, 0.2300, 0.2527, 0.2306, 0.4791, 0.2273, 0.2340, 0.2467, 0.2243, 0.2061, 0.1876, 0.1882, 0.3571, 0.3608, -0.2588, -0.7838, 0.1968, 0.1853, 0.2055, 0.4857, -0.2477, -0.7190, 0.1892, 0.1550, 0.1678, 0.4556, -0.2492, -0.7259, 0.1968, 0.1649, 0.1642, 0.4520], "total_charge": 1, "homo_ev": -11.88, "e_tot_ha": -1091.61598}